Run a
Formula: C3H11N2O
Source: OMol25
Level of theory: ωB97M-V with the def2-TZVPD basis set

Computed properties:
E_LUMO ... -3.46 eV
Orbital gap ... 10.3 eV
Charge ... +1

XYZ file:
```
17
Properties=species:S:1:pos:R:3:mulliken_charge:R:1
C 2.01 1.08 -1.03 -0.794
N 2.12 -0.39 -0.94 -0.204
H 1.62 -0.75 -1.81 0.368
H 3.08 -0.71 -0.97 0.381
H 1.76 -0.68 -0.12 0.248
H 1.96 1.52 0.02 0.317
H 1.17 1.67 -1.49 0.285
H 2.83 1.54 -1.57 0.390
C -2.69 -0.20 0.16 -1.061
C -1.31 -0.15 0.75 0.674
O -0.29 0.36 0.18 -0.605
N -1.08 -0.68 2.08 -0.393
H -3.02 -1.32 0.06 0.306
H -2.71 0.20 -0.84 0.297
H -0.16 -0.47 2.32 0.230
H -1.76 -1.31 2.50 0.227
H -3.53 0.30 0.70 0.335
```


Run b
Formula: C3H11N2O
Source: OMol25
Level of theory: ωB97M-V with the def2-TZVPD basis set

Computed properties:
E_LUMO ... -3.67 eV
Orbital gap ... 10.7 eV
Charge ... +1

XYZ file:
```
17
Properties=species:S:1:pos:R:3:mulliken_charge:R:1
C 1.20 -2.22 0.35 -1.111
C 0.42 -0.05 1.52 -0.841
C 0.67 -0.80 0.35 0.684
N -1.56 2.13 -1.10 -0.359
N 0.34 -0.32 -0.84 -0.428
O -0.30 2.04 -0.52 -0.530
H 1.41 -2.57 -0.66 0.345
H 1.93 -2.24 1.23 0.306
H 0.44 -2.88 0.78 0.338
H -0.73 -0.20 1.66 0.223
H 1.17 -0.45 2.32 0.356
H 0.68 1.04 1.23 0.349
H -2.37 1.77 -0.48 0.352
H -1.89 3.13 -1.31 0.351
H 0.16 -0.89 -1.64 0.194
H -1.70 1.65 -2.07 0.381
H 0.11 0.87 -0.83 0.390
```


Run c
Formula: C3H11N2O
Source: OMol25
Level of theory: ωB97M-V with the def2-TZVPD basis set

Computed properties:
E_LUMO ... -3.34 eV
Orbital gap ... 11.8 eV
Charge ... +1

XYZ file:
```
17
Properties=species:S:1:pos:R:3:mulliken_charge:R:1
C -0.95 2.31 0.44 -1.029
C -1.01 1.20 -0.60 -0.404
N -1.05 -0.15 -0.08 -0.082
C -0.18 -1.10 -0.32 0.104
N 0.11 -2.13 0.45 -0.297
H -1.86 2.18 1.00 0.366
H -0.86 3.31 -0.06 0.325
H -0.10 2.25 1.24 0.255
H -0.16 1.23 -1.23 0.384
H -1.89 1.28 -1.30 0.286
H -1.62 -0.22 0.68 0.183
H 0.50 -0.92 -1.21 0.363
H -0.32 -2.28 1.35 0.240
H 0.67 -2.82 -0.04 0.278
H 3.38 0.05 -0.08 0.305
H 2.10 -0.11 0.76 0.314
O 2.45 -0.31 -0.10 -0.592
```


Run d
Formula: C3H11N2O
Source: OMol25
Level of theory: ωB97M-V with the def2-TZVPD basis set

Computed properties:
E_LUMO ... -4.55 eV
Orbital gap ... 9.9 eV
Charge ... +1

XYZ file:
```
17
Properties=species:S:1:pos:R:3:mulliken_charge:R:1
C -0.22 1.58 -1.12 -0.783
N -0.49 0.29 -0.49 0.203
C -1.83 -0.28 -0.65 -0.802
C 0.52 -0.53 -0.19 -1.015
H -1.18 2.04 -1.32 0.309
H 0.36 2.21 -0.44 0.316
H 0.33 1.48 -2.06 0.352
H -2.49 0.54 -0.94 0.296
H -1.87 -1.05 -1.42 0.357
H -2.16 -0.72 0.29 0.327
H 0.33 -1.57 -0.03 0.615
H 1.52 -0.16 -0.34 0.546
N 1.09 -0.48 1.94 -0.498
O 2.11 -1.25 1.31 -0.396
H 1.01 0.45 1.52 0.437
H 0.22 -1.02 1.94 0.385
H 2.74 -1.54 2.00 0.350
```


Each structure's energy above the most stable one, in kJ/mol: run a 38.0; run b 278.7; run c 0.0; run d 338.2.